AlBH14O5 | wB97M-V/def2-TZVPD

Cartesian coordinates (Å):
Al (-0.63, -0.07, -0.38)
B (1.37, 1.94, -1.70)
H (1.83, 2.68, -2.47)
H (0.57, 1.28, -2.26)
H (2.21, 1.30, -1.26)
H (0.86, 2.54, -0.88)
O (-3.55, -0.11, -0.49)
H (-3.99, -0.09, -1.35)
H (-4.26, 0.06, 0.15)
O (1.00, -2.54, -0.26)
H (1.18, -3.15, 0.47)
H (1.69, -2.72, -0.91)
O (0.07, 2.09, 1.49)
H (0.33, 3.02, 1.53)
H (0.20, 1.75, 2.38)
O (-1.75, -2.32, 0.98)
H (-2.69, -2.42, 0.78)
H (-1.60, -2.89, 1.75)
O (2.00, -0.15, 0.75)
H (2.58, 0.61, 0.57)
H (2.59, -0.81, 1.14)

Summary:
- Energy above the lowest of the compared OMol25 structures with the same formula, charge and spin: 2.3 kcal per mole
- E_HOMO: -18.794 eV
- Net charge: +2

Mulliken atomic charge list, values in e, 5 entries:
1 Al 1.225
2 B 0.317
3 H 0.265
4 H -0.066
5 H -0.201